Below is a molecular structure, C4H6HgO3 at a distorted geometry, with properties calculated with ωB97M-V/def2-TZVPD.

The geometry in XYZ format:
```
14
Properties=species:S:1:pos:R:3
O -0.814 0.593 -1.374
O 0.425 -0.724 -0.106
O -1.490 -0.046 0.635
C 1.657 0.140 -0.219
C 2.823 -0.732 0.134
C -0.705 -0.227 -0.436
H 3.672 -0.072 0.376
H 2.658 -1.387 1.017
H 3.176 -1.402 -0.680
Hg 0.919 1.811 -0.890
C -2.818 0.418 0.414
H -3.358 0.198 1.340
H -3.364 -0.063 -0.406
H -2.781 1.492 0.195
```

The value obtained for the LUMO energy (spin up / spin down) is -0.50 / -0.32 eV. For the gap between HOMO and LUMO (spin up / spin down), the calculation gives 7.2 / 6.6 eV. Its total energy is -14556.954 eV. Its energy relative to the best compared isomer or geometry (same formula, charge and spin) is 0.0 kcal per mole. Its highest occupied orbital energy (spin up / spin down) is -7.66 / -6.92 eV.